(P)
Below is a cluster of 2 separate species, C3H10N2O in total, with properties calculated with ωB97M-V with the def2-TZVPD basis set.

As for the frontier orbital gap: 9.314 eV. As for the SMILES: [H]/N=C/NCC.O. Its HOMO energy is -8.65 eV.

ORCA input file:
```
! wB97M-V def2-TZVPD RIJCOSX def2/J DEFGRID3
* xyz 0 1
H -0.77491 -0.17456 2.90003
N -0.73866 -0.92097 2.12485
C -0.14358 -0.17382 1.15657
N 0.53684 -0.93777 0.18078
C 1.03123 -0.33528 -1.09836
C 2.04577 -1.13378 -1.93126
H 0.14743 0.84097 1.37764
H 0.63423 -1.90680 0.52909
H 0.09910 -0.35742 -1.71143
H 1.41477 0.65551 -0.72663
H 2.45723 -0.60850 -2.84393
H 2.95235 -1.56535 -1.38893
H 1.65069 -2.08144 -2.34256
O -2.56172 2.78774 -0.01200
H -2.04272 2.07624 -0.40796
H -2.23216 3.68789 -0.19040
*
```

(Q)
Below is a structure of composition C3H10N2O, with properties calculated with ωB97M-V with the def2-TZVPD basis set.

As for the frontier orbital gap: 9.161 eV. Its HOMO energy is -8.27 eV.

ORCA input file:
```
! wB97M-V def2-TZVPD RIJCOSX def2/J DEFGRID3
* xyz 0 1
C -1.54475 -0.52145 -0.80113
C -1.74229 -1.65929 -0.12263
N -1.27878 0.76077 -0.24383
H -1.57105 -0.52202 -1.92952
H -1.98901 -2.54522 -0.65834
H -1.61087 -1.64356 0.93460
H -0.94098 0.72730 0.73897
H -0.01777 0.88600 -0.62847
H -1.52213 1.56567 -0.84491
N 1.18341 0.96456 -0.88200
C 2.10218 -0.04188 1.81510
O 1.11818 -0.34528 2.49318
H 1.40529 1.88930 -1.22964
H 1.37685 0.31982 -1.61420
H 1.93903 -0.05625 0.72241
H 3.09271 0.22154 2.25040
*
```

(R)
Below is a structure of composition C3H10N2O, with properties calculated with ωB97M-V with the def2-TZVPD basis set.

As for the frontier orbital gap: 8.167 eV. Its HOMO energy is -8.88 eV.

ORCA input file:
```
! wB97M-V def2-TZVPD RIJCOSX def2/J DEFGRID3
* xyz 0 1
C 0.91807 0.46001 0.41590
N 0.82207 -0.63725 -0.50253
C -0.46704 -1.39181 -0.36574
O -1.53075 -1.16212 0.44354
C -0.26576 1.34728 0.08917
N -0.18371 1.62043 -1.39788
H 0.95034 0.11407 1.55074
H 1.82754 1.08423 0.32726
H 0.31074 -2.43268 1.77531
H -0.44243 -2.38917 -0.79963
H -0.31061 -0.57784 -1.16533
H -0.21239 -2.65282 2.22307
H -0.18334 2.34852 0.71457
H -1.22176 0.76007 0.34035
H -0.60418 2.45884 -1.79086
H 0.59322 1.05025 -1.85793
*
```

Stability, highest: (P)

(P)
Below is a cluster of 2 separate species, C3H14N4 in total, with properties calculated with ωB97M-V with the def2-TZVPD basis set.

As for the frontier orbital gap: 10.091 eV. Its HOMO energy is -17.55 eV.

ORCA input file:
```
! wB97M-V def2-TZVPD RIJCOSX def2/J DEFGRID3
* xyz 2 1
C -0.77742 1.90435 0.37524
C -2.56358 0.09232 -0.64729
C -0.70827 0.52219 0.74981
N 1.74056 -0.38913 -0.25274
N -1.55571 -0.37088 0.34105
N 3.08244 -0.94680 -0.37555
N -1.39655 -1.74218 0.55593
H -1.58760 2.08913 -0.31636
H 0.11967 2.48996 0.12588
H -1.03218 2.46183 1.31182
H -2.20120 0.78832 -1.42661
H -2.97916 -0.79401 -1.17967
H -3.39144 0.58824 -0.14550
H 0.02454 0.23648 1.63455
H 1.68938 0.41638 0.44876
H 3.83276 -0.51574 -0.93152
H 3.55709 -0.99401 0.49772
H 2.92684 -1.96134 -0.77902
H 1.71391 -0.01670 -1.14929
H -2.25337 -2.18393 0.07757
H -1.20629 -2.03600 1.55455
*
```

(Q)
Below is the ion C3H14N4 with charge +2, with properties calculated with ωB97M-V with the def2-TZVPD basis set.

As for the frontier orbital gap: 10.598 eV. As for the SMILES: C[C@H](N[NH3+])N(C)[NH3+]. Its HOMO energy is -17.79 eV.

ORCA input file:
```
! wB97M-V def2-TZVPD RIJCOSX def2/J DEFGRID3
* xyz 2 1
C -0.05377 1.87032 0.08020
C -0.37000 0.36941 -0.44941
N -1.63315 -0.07318 0.21090
N -2.30091 -1.26596 -0.20885
N 0.76474 -0.42701 -0.08023
C 1.29363 -0.45365 1.45701
N 1.86868 -0.27486 -0.97162
H -0.52541 1.95114 1.00602
H -0.64291 2.53318 -0.53185
H 1.01182 2.01444 0.04895
H -0.55102 0.35393 -1.48313
H -2.11429 0.45431 0.88613
H -3.39547 -1.21505 -0.17406
H -2.06677 -1.38363 -1.27630
H -2.15090 -2.13896 0.34226
H 0.42731 -0.75367 2.07709
H 2.17124 -1.09965 1.29530
H 1.67157 0.51549 1.60367
H 2.18787 -1.26820 -1.45190
H 2.75643 0.03764 -0.51328
H 1.65132 0.25395 -1.86693
*
```

Stability, highest: (P)

(P)
Below is a cluster of 2 separate species, C4H10O3 in total, with properties calculated with ωB97M-V with the def2-TZVPD basis set.

As for the frontier orbital gap: 6.390 eV. Its HOMO energy is 0.51 eV.

ORCA input file:
```
! wB97M-V def2-TZVPD RIJCOSX def2/J DEFGRID3
* xyz -2 1
C 0.36581 2.30514 -0.97510
O 1.01012 2.87601 -1.95829
C 0.97931 0.89120 -0.78665
C 0.29926 0.14483 0.55747
C 0.65386 -1.34188 0.40746
O -0.15796 -2.11013 1.23640
H 0.57237 2.84443 0.12382
H -0.72628 2.35679 -1.18274
H 2.10380 0.97340 -0.56050
H 0.72441 0.14006 -1.56818
H 0.39094 0.45754 1.62150
H -0.83296 0.22966 0.64665
H 1.70838 -1.42237 0.63945
H 0.51816 -1.75826 -0.72726
H -2.47646 -2.92590 1.54046
H -1.21004 -1.92025 0.87162
O -2.67238 -2.13723 1.14391
*
```

(Q)
Below is a cluster of 2 separate species, C4H10O3 in total, with properties calculated with ωB97M-V with the def2-TZVPD basis set.

As for the frontier orbital gap: 6.543 eV. Its HOMO energy is 0.47 eV.

ORCA input file:
```
! wB97M-V def2-TZVPD RIJCOSX def2/J DEFGRID3
* xyz -2 1
C 0.95466 2.09001 -1.15529
O 1.61586 2.23322 -2.33663
C 0.86175 0.62154 -0.64597
C -0.02158 0.42340 0.60061
C 0.07106 -1.01148 1.20256
O -1.17815 -1.56842 1.54965
H 1.49541 2.69221 -0.38203
H -0.11617 2.42613 -1.24097
H 1.84392 0.18223 -0.42565
H 0.48227 0.06361 -1.51155
H 0.37416 1.10528 1.36405
H -1.05378 0.64997 0.33891
H 0.62428 -0.88832 2.14867
H 0.67184 -1.66262 0.55021
H -2.81818 -2.25501 -0.53821
H -1.54942 -2.14671 0.67187
O -2.25793 -2.95504 -0.19021
*
```

Stability, highest: (Q)